(1)
C33H66CrN5PSSb as an isolated structure at a distorted geometry, computed with ωB97M-V with the def2-TZVPD basis set.

Last column: Mulliken charge in e.
Cartesian coordinates (Å):
Cr 0.14949 -0.30990 -0.13598  1.854
C -2.31270 0.42698 -2.60407  -2.039
C -2.14501 0.84946 -1.16322  1.739
C -3.16158 0.58330 -0.22390  0.685
C -4.31086 -0.33088 -0.57806  -2.795
C -3.10266 1.18596 1.03970  0.688
C -4.23908 1.08387 2.02786  -2.043
C -1.96839 1.93037 1.40417  1.766
C -1.83249 2.43911 2.81503  -2.497
C -1.02166 2.30383 0.43785  1.740
C -0.03871 3.38465 0.80344  -2.574
C -1.12337 1.78372 -0.86953  0.552
C -0.39378 2.41891 -2.03187  -2.418
H -1.47920 -0.18364 -2.94498  0.114
H -2.34753 1.30610 -3.24868  0.413
H -3.23101 -0.12250 -2.77707  0.517
H -5.11838 0.21461 -1.07298  0.337
H -4.74120 -0.80681 0.30046  0.550
H -4.00225 -1.12786 -1.25076  0.436
H -4.00959 0.42097 2.86731  0.287
H -5.16204 0.74164 1.57179  0.405
H -4.44243 2.05974 2.46816  0.448
H -2.26336 1.74537 3.53728  0.475
H -2.35209 3.39205 2.94808  0.481
H -0.79004 2.60070 3.08351  0.471
H 0.77104 3.00420 1.43049  0.290
H -0.54151 4.16453 1.37495  0.552
H 0.39531 3.86316 -0.06716  0.712
H -1.03595 3.18345 -2.47978  0.531
H -0.15360 1.69811 -2.81052  0.285
H 0.52550 2.90987 -1.73340  0.061
C -2.61358 -2.44550 3.54864  -1.068
C -1.30329 -1.75683 3.56917  0.882
N -0.50333 -1.64814 4.58097  -0.859
N 0.58254 -0.96167 4.11459  0.267
C 0.47580 -0.64895 2.83070  -0.090
S 1.51680 0.14424 1.74864  -0.483
N -0.73313 -1.12690 2.47229  0.520
N -1.21470 -0.93494 1.16895  0.038
H -2.78287 -2.90263 4.51973  0.420
H -2.63233 -3.22441 2.78491  0.161
H -3.42280 -1.74416 3.34561  0.156
H 1.35922 -0.76784 4.72856  0.227
H -1.29662 -1.82807 0.68788  -0.078
H -2.11879 -0.46036 1.20605  -0.146
C 3.14125 -3.10442 -2.10930  -2.174
C 2.12900 -3.85833 -1.23234  2.367
C 2.45454 -3.48380 0.22396  -1.429
C 2.34730 -5.36232 -1.44227  -1.909
P 0.40700 -3.27123 -1.63988  -0.692
N 0.14494 -1.83101 -0.93762  -0.157
C -0.86775 -4.44036 -0.90533  2.146
C -0.47863 -4.84047 0.52857  -1.889
C -1.04619 -5.74614 -1.69804  -1.898
C -2.23419 -3.72293 -0.82108  -0.895
C 0.13184 -3.14758 -3.47314  2.252
C -1.36937 -3.02266 -3.78146  -1.784
C 0.82374 -1.87778 -3.99140  -1.597
C 0.67455 -4.35847 -4.24805  -1.890
H 4.14249 -3.32878 -1.73667  0.751
H 3.00148 -2.02440 -2.04581  0.159
H 3.10992 -3.40248 -3.15457  0.279
H 3.48872 -3.77751 0.41658  0.557
H 1.83474 -3.98448 0.96105  0.366
H 2.37025 -2.41148 0.38652  -0.403
H 3.40694 -5.56821 -1.27914  0.526
H 2.10636 -5.68849 -2.45380  0.310
H 1.79293 -5.98024 -0.74004  0.394
H 0.44186 -5.41227 0.58828  0.340
H -1.27734 -5.47306 0.92003  0.668
H -0.37766 -3.98897 1.20883  0.020
H -0.14640 -6.35966 -1.70267  0.325
H -1.36039 -5.58711 -2.72696  0.364
H -1.83240 -6.32493 -1.20917  0.545
H -2.13421 -2.65265 -0.62617  -0.338
H -2.81779 -4.17393 -0.01576  0.674
H -2.81422 -3.83467 -1.73380  0.315
H -1.86208 -2.26112 -3.18204  0.037
H -1.90803 -3.95939 -3.65787  0.341
H -1.46470 -2.73569 -4.82994  0.660
H 0.47315 -0.98160 -3.47966  -0.327
H 0.59590 -1.77874 -5.05425  0.658
H 1.90476 -1.92387 -3.89539  0.279
H 0.29448 -5.31273 -3.88379  0.277
H 1.76140 -4.40031 -4.25358  0.369
H 0.35090 -4.25597 -5.28526  0.550
C 3.98111 1.65629 -3.97646  -1.373
C 2.94372 0.67130 -3.45086  -0.198
Sb 2.49395 0.81449 -1.35449  0.268
C 4.19550 -0.08481 -0.39908  -0.333
C 5.44085 -0.26888 -1.25822  -1.360
C 2.95978 2.89044 -1.04492  -0.718
C 4.42664 3.19711 -0.76735  -1.322
H 4.10613 1.51942 -5.05124  0.458
H 4.95577 1.50964 -3.51506  0.231
H 3.68487 2.69258 -3.81928  0.319
H 3.26388 -0.35372 -3.63976  0.343
H 1.99334 0.79972 -3.97366  0.636
H 3.85219 -1.04050 -0.00672  0.241
H 4.40987 0.53581 0.47290  0.738
H 5.22837 -0.81079 -2.18171  0.238
H 6.19664 -0.83755 -0.71451  0.438
H 5.89054 0.68442 -1.53037  0.339
H 2.34316 3.24638 -0.22129  0.280
H 2.61887 3.41020 -1.94233  0.660
H 4.76827 2.73742 0.15991  0.330
H 4.57046 4.27322 -0.66477  0.420
H 5.07973 2.85849 -1.56887  0.250

Forces on the atoms, in the same order (eV/Å):
1.217 0.642 -0.871
-0.019 -0.013 -0.004
-0.380 0.290 -0.228
-0.043 0.067 -0.186
-0.045 -0.018 -0.005
-0.065 0.292 0.070
-0.021 -0.019 0.055
-0.165 0.166 -0.048
-0.014 -0.008 0.028
0.031 -0.124 0.075
-0.015 0.056 0.029
0.005 -0.021 -0.085
0.045 0.041 0.021
0.057 -0.005 -0.029
-0.040 0.012 0.017
0.020 -0.049 0.008
0.014 0.006 0.002
0.016 0.008 0.029
0.027 -0.003 -0.003
-0.020 -0.040 0.001
0.010 -0.009 -0.023
0.027 0.014 -0.019
-0.002 0.007 -0.015
0.006 0.013 -0.003
-0.004 -0.015 -0.007
0.001 -0.009 -0.013
-0.001 0.001 -0.007
-0.043 -0.002 0.031
-0.018 -0.016 -0.017
0.006 0.002 -0.003
-0.063 -0.003 -0.020
0.013 0.003 0.019
0.008 0.082 0.010
-0.065 -0.085 0.033
-0.103 -0.070 -0.096
-0.014 0.184 -0.021
0.022 -0.082 -0.056
0.075 -0.183 0.132
-0.428 -0.799 1.198
-0.002 0.008 0.010
0.017 -0.005 -0.016
-0.030 0.013 -0.010
-0.005 -0.009 -0.002
-0.128 -0.298 0.218
0.050 0.055 0.012
0.027 0.055 0.062
0.066 -0.002 -0.029
0.036 -0.032 0.004
-0.005 -0.047 -0.060
-0.039 -0.150 0.240
0.160 0.118 -0.329
-0.039 -0.064 0.057
-0.059 0.107 0.138
-0.002 -0.014 0.000
0.010 -0.050 -0.023
0.022 0.021 -0.086
-0.011 0.039 -0.012
-0.007 -0.051 -0.032
0.033 -0.058 0.005
0.008 0.000 0.013
0.020 -0.021 0.016
0.017 -0.029 0.042
0.007 0.011 0.003
0.010 -0.033 -0.024
-0.025 0.034 -0.004
0.009 -0.009 0.001
0.024 0.017 0.062
0.003 0.014 -0.003
-0.035 -0.042 -0.047
-0.001 -0.015 0.005
-0.019 0.097 -0.079
-0.025 0.022 -0.005
-0.016 -0.014 0.108
0.005 -0.024 0.010
-0.104 -0.120 -0.133
-0.003 -0.009 -0.007
0.013 0.042 0.013
0.009 0.050 0.029
0.044 0.033 -0.029
-0.015 0.014 -0.007
-0.029 -0.011 0.032
-0.028 0.020 -0.010
-0.141 -0.003 -0.053
0.051 0.099 -0.056
-0.011 -0.007 -0.012
0.010 0.004 -0.023
0.008 0.033 0.005
-0.031 -0.029 -0.077
-0.081 -0.086 0.042
0.019 -0.062 0.024
0.015 0.015 -0.048
-0.004 0.108 0.069
0.048 -0.031 0.012
0.000 -0.006 -0.007
0.013 -0.008 0.009
-0.005 0.017 0.015
0.016 0.025 0.043
0.022 -0.004 0.020
0.014 -0.015 -0.018
-0.007 0.021 -0.020
-0.005 -0.003 0.002
-0.006 0.000 0.013
-0.002 0.009 -0.006
0.073 -0.053 -0.031
0.011 -0.008 -0.006
0.004 -0.001 0.000
-0.018 0.010 0.004
0.006 0.000 -0.036

Summary:
LUMO energy (alpha / beta): -5.738 / -5.261 eV
Total charge: +2
Orbital gap (alpha / beta): 7.47 / 8.50 eV
Multiplicity: 2
HOMO energy (alpha / beta): -13.2 / -13.8 eV

(2)
A 10-piece molecular cluster, C18H47FO12 overall at a distorted geometry, computed with ωB97M-V with the def2-TZVPD basis set.

Last column: Mulliken charge in e.
Cartesian coordinates (Å):
O -1.21552 2.90384 -5.60060  -0.493
C -1.22873 2.12551 -4.75058  0.502
O -1.94724 0.99603 -4.77276  -0.408
C -1.81437 0.32884 -3.51944  -0.102
C -0.65252 1.06529 -2.85832  0.931
F 0.52695 0.36243 -3.02385  -0.373
O -0.52992 2.24684 -3.59571  -0.476
H -2.72808 0.51194 -2.95568  0.114
H -1.55645 -0.71190 -3.66998  0.595
H -0.79776 1.27540 -1.80351  0.287
C 0.06608 1.07077 0.29058  1.995
C 0.16300 -0.42768 0.42320  0.029
C 0.40099 -0.61523 1.92418  -0.550
O 0.76301 0.67853 2.45727  -0.607
C 1.02430 1.56629 1.35614  -0.799
H -0.92618 1.43332 0.57733  -0.879
H 0.27016 1.51618 -0.68719  0.046
H 1.02650 -0.79532 -0.14283  -1.047
H -0.71662 -0.95730 0.06214  0.254
H 1.24193 -1.26582 2.18901  0.284
H -0.46843 -1.07132 2.41059  0.309
H 2.09318 1.54788 1.10334  -0.530
H 0.81224 2.61228 1.58887  0.816
C -0.64782 -4.09668 0.44485  -0.348
C 0.05533 -4.26102 1.80349  -0.085
C 1.32216 -5.04205 1.45918  -0.565
O 1.53979 -4.86373 0.06144  -0.470
C 0.54558 -4.01562 -0.50581  0.168
H -1.33573 -3.25470 0.47469  0.102
H -1.19230 -5.02475 0.25929  0.402
H -0.62697 -4.76058 2.48987  0.441
H 0.29397 -3.29002 2.24023  -0.235
H 1.10970 -6.11033 1.58661  0.251
H 2.20961 -4.77240 2.02425  0.320
H 0.31862 -4.41402 -1.49360  0.322
H 0.91498 -2.98922 -0.59451  -0.251
C -4.04381 -0.41422 -1.74814  -0.955
O -3.29244 0.75209 -1.37308  -0.593
H -5.11873 -0.23861 -1.63750  0.258
H -3.82880 -0.63662 -2.79221  0.577
H -3.74530 -1.26657 -1.12696  0.213
H -3.21099 0.72152 -0.40773  0.290
C -1.31975 3.10563 0.00101  -0.453
O -0.03925 3.62625 0.15208  -0.598
H -1.85909 3.61428 -0.80619  0.381
H -1.33159 2.03793 -0.25329  0.504
H -1.95837 3.16117 0.88986  0.320
H 0.61712 3.02307 -0.22014  0.565
C -1.49411 2.49938 3.64612  -0.444
O -1.69801 1.10485 3.74340  -0.638
H -2.45843 2.98307 3.50913  0.280
H -1.02504 2.86119 4.55787  0.319
H -0.90702 2.74924 2.76173  0.089
H -0.84184 0.67152 3.84710  0.315
C 4.18492 -0.56641 1.65129  -0.516
O 5.51948 -0.42432 1.13173  -0.633
H 4.18361 -1.19133 2.55108  0.421
H 3.85250 0.42296 1.94136  0.266
H 3.56191 -1.04138 0.89323  0.192
H 5.79703 -1.29637 0.82812  0.319
C -4.43224 -0.04218 1.83202  -0.799
O -3.07890 0.37314 1.51615  -0.355
H -4.45424 -1.01568 2.34131  0.286
H -4.86763 0.70498 2.50104  0.275
H -4.99725 -0.17408 0.91231  0.275
H -2.66746 0.61176 2.39464  0.309
C 3.57862 0.18997 -1.60549  -0.666
O 4.44279 1.13581 -1.02432  -0.560
H 4.04806 -0.73017 -1.97828  0.418
H 2.79984 -0.11365 -0.88529  -0.291
H 3.06975 0.65911 -2.44486  0.364
H 5.04485 0.74163 -0.35120  0.412
C 2.25533 2.18916 -2.32755  -1.475
O 1.81764 1.65139 -1.08063  -0.537
H 1.90391 1.54666 -3.13901  0.431
H 1.82833 3.18094 -2.45712  0.319
H 3.33925 2.27856 -2.41314  0.539
H 2.51193 1.05264 -0.78263  0.627

Forces on the atoms, in the same order (eV/Å):
0.160 2.429 -2.451
-0.313 -1.626 1.266
0.188 -0.432 -0.079
0.293 0.782 -0.112
-0.463 -0.086 -0.534
-0.811 -1.018 -0.012
-0.022 -0.258 0.707
1.249 -0.036 -0.841
-0.140 -0.226 -0.042
-0.022 -0.104 -0.572
-0.362 -1.413 1.728
0.565 -0.281 -0.256
0.687 -0.020 0.179
-0.342 -0.154 0.240
0.112 -0.338 0.679
1.568 -2.630 1.948
-0.637 -1.378 1.331
-0.076 -0.078 -0.022
-0.094 -0.013 0.055
-0.009 -0.208 -0.424
-0.147 0.603 0.207
-0.217 -0.354 -0.011
0.074 -0.616 0.802
0.564 -0.443 0.489
-0.188 0.469 0.084
-0.945 -0.739 -0.283
0.280 0.331 -0.180
-0.330 -0.046 0.122
0.031 0.054 -0.356
-0.175 0.142 -0.192
0.296 -0.165 0.189
0.026 0.002 -0.075
0.306 0.027 0.254
0.055 0.149 0.073
0.028 0.145 -0.093
0.041 -0.008 -0.041
-0.288 0.092 0.731
-0.802 -0.534 0.762
0.088 -0.043 -0.012
-0.368 -0.235 0.222
-0.088 0.002 -0.159
0.076 0.192 0.265
-2.637 1.255 -1.854
-0.037 0.928 -0.132
-0.031 0.420 0.096
-1.405 2.778 -1.370
0.409 0.346 0.191
-0.032 0.433 -0.250
0.118 0.236 -0.197
-0.591 -0.474 0.240
-0.159 -0.092 0.208
0.085 0.273 -0.036
0.225 0.042 0.222
0.106 0.230 -0.303
0.639 -0.426 0.221
-0.233 -0.088 -0.013
0.009 0.031 -0.086
-0.221 0.071 -0.202
-0.340 0.219 0.133
0.118 0.131 0.046
0.825 -0.017 0.306
-0.743 -0.291 0.638
0.181 0.161 -0.003
-0.345 -0.114 -0.272
-0.042 0.355 -0.030
0.124 -0.185 -0.863
1.555 -2.661 -0.377
0.847 -0.084 0.235
0.328 0.144 0.266
0.795 -1.552 -0.354
0.957 -1.439 0.248
-0.581 -0.088 -0.519
-0.243 1.554 -0.692
1.563 2.918 -2.054
0.261 0.862 0.056
-0.210 0.074 0.095
-0.237 0.657 0.289
-0.909 1.453 0.528

Summary:
LUMO energy: 0.330 eV
Total charge: 0
Orbital gap: 9.63 eV
HOMO energy: -9.3 eV